Record 1
A structure of composition C30H15AlCl7N3O4 in a non-equilibrium geometry, computed with the ωB97M-V functional and the def2-TZVPD basis.

```
60
Properties=species:S:1:pos:R:3:nbo_charge:R:1
Al -0.90 -0.37 0.22 2.05
Cl 0.56 -4.91 1.70 0.03
C -1.56 -3.55 1.24 -0.31
C -1.23 -4.80 2.01 -0.24
C -3.52 -4.18 4.17 -0.20
Cl -4.95 -4.97 3.73 0.11
C -2.61 -1.04 3.34 -0.35
C -3.59 -0.11 3.71 -0.14
C -3.82 1.05 2.93 -0.28
C -3.06 1.30 1.82 0.03
N -1.93 0.58 1.57 -0.68
C -1.79 -0.44 2.44 0.41
C -1.64 -2.96 0.18 0.41
O -1.59 -1.82 -0.45 -0.87
H -1.75 -5.72 1.78 0.24
H -4.28 -0.33 4.52 0.21
H -4.64 1.72 3.15 0.22
H -3.28 2.10 1.13 0.21
Cl 2.62 -2.77 6.91 0.04
C 1.74 -2.31 5.52 -0.08
C 2.24 -1.35 4.64 -0.11
Cl 3.78 -0.65 4.94 0.04
C 1.50 -0.93 3.53 -0.10
Cl 2.10 0.33 2.54 0.03
C 0.24 -1.49 3.29 0.27
O -0.46 -0.95 2.20 -0.63
C -0.17 -2.52 4.11 -0.25
Cl -2.26 -3.69 3.35 0.68
C 0.51 -2.90 5.23 -0.13
Cl -0.16 -4.12 6.25 0.00
O 3.13 -0.77 -0.16 -0.56
C 2.30 -0.11 -0.74 0.80
N 2.50 0.72 -1.81 -0.64
C 1.27 1.25 -2.40 0.03
C 0.32 0.64 -1.40 0.67
O -0.95 0.72 -1.34 -0.73
N 0.90 -0.06 -0.45 -0.77
C 1.14 2.76 -2.27 -0.06
C 0.22 3.45 -3.06 -0.16
C 0.05 4.82 -2.90 -0.22
C 0.79 5.51 -1.95 -0.20
C 1.70 4.82 -1.15 -0.19
C 1.87 3.45 -1.31 -0.22
C 1.07 0.70 -3.80 0.05
C 0.39 -0.49 -4.02 -0.23
C 0.31 -1.03 -5.30 -0.19
C 0.92 -0.38 -6.37 -0.20
C 1.60 0.81 -6.15 -0.19
C 1.68 1.35 -4.88 -0.24
H 3.38 0.72 -2.30 0.43
H -0.37 2.92 -3.79 0.22
H -0.66 5.34 -3.52 0.22
H 0.66 6.57 -1.83 0.22
H 2.28 5.35 -0.41 0.22
H 2.58 2.92 -0.69 0.23
H -0.09 -1.02 -3.21 0.22
H -0.22 -1.95 -5.46 0.22
H 0.86 -0.80 -7.36 0.22
H 2.08 1.32 -6.98 0.22
H 2.21 2.28 -4.71 0.22
```

Values from the calculation:
highest occupied orbital energy (alpha / beta): -6.9967 / -6.6803 eV
2S+1: 1
ΔE to the lowest compared entry with this formula, charge and spin: 437.05 kcal per mole

***

Record 2
A structure of composition C30H15BiF15GeN3O5SSe2Te2, computed with the ωB97M-V functional and the def2-TZVPD basis.

```
75
Properties=species:S:1:pos:R:3:mulliken_charge:R:1
Bi -1.62 -2.48 -0.02 1.62
O -1.73 -4.55 3.74 -0.77
C -1.95 -3.77 2.82 0.07
O -2.07 -4.04 1.58 -0.26
C -2.19 -2.31 3.17 0.35
C -2.32 -1.84 4.47 -0.50
C -2.61 -0.50 4.65 -0.48
C -2.78 0.33 3.56 -0.76
C -2.62 -0.21 2.29 0.55
N -2.33 -1.49 2.13 0.41
C -2.76 0.64 1.01 -0.13
O -3.28 1.75 1.16 -0.77
O -2.32 0.10 -0.04 -0.55
H -2.18 -2.54 5.29 0.54
H -2.72 -0.10 5.66 0.41
H -3.04 1.38 3.64 0.57
Se -1.16 -4.85 -1.58 -0.52
Te -3.36 -5.96 -2.06 -0.15
Te -4.94 -4.74 -0.23 -0.24
Se -4.21 -2.41 -0.74 -0.35
C 1.18 -0.89 3.10 -0.48
N 2.25 -1.64 2.44 0.36
C 3.23 -2.17 3.38 -1.11
C 1.77 -2.58 1.51 0.05
O 0.62 -3.02 1.56 -0.67
N 2.67 -2.99 0.59 0.41
C 3.86 -2.25 0.26 -1.21
C 2.26 -4.02 -0.36 -0.94
H 1.63 -0.04 3.61 0.40
H 0.63 -1.50 3.82 0.30
H 0.50 -0.52 2.34 -0.23
H 2.76 -2.78 4.16 0.34
H 3.76 -1.34 3.86 0.34
H 3.96 -2.78 2.85 0.36
H 3.89 -1.33 0.83 0.40
H 3.84 -1.99 -0.80 0.41
H 4.76 -2.85 0.46 0.30
H 1.40 -4.55 0.02 0.21
H 3.08 -4.72 -0.51 0.34
H 2.01 -3.56 -1.32 0.27
F 1.19 2.18 1.35 -0.49
C 0.07 2.85 1.03 0.27
C -0.54 2.66 -0.20 -0.60
C -1.70 3.39 -0.41 0.71
F -2.42 3.26 -1.53 -0.37
C -2.19 4.30 0.52 0.30
F -3.31 4.99 0.27 -0.37
C -1.54 4.46 1.72 0.83
F -2.02 5.32 2.63 -0.37
C -0.40 3.73 1.99 0.19
F 0.23 3.88 3.16 -0.37
Ge 0.21 1.30 -1.41 0.94
S 1.08 -0.47 -0.67 0.04
C 1.77 2.28 -2.31 -0.93
C 2.33 1.70 -3.44 0.32
F 1.73 0.66 -4.05 -0.31
C 3.51 2.13 -4.01 -0.02
F 4.00 1.55 -5.12 -0.32
C 4.19 3.19 -3.45 0.75
F 5.34 3.63 -3.99 -0.33
C 3.67 3.80 -2.32 -0.05
F 4.32 4.84 -1.77 -0.32
C 2.48 3.34 -1.79 0.39
F 2.04 4.01 -0.70 -0.30
C -1.01 1.19 -2.98 -0.15
C -1.16 2.26 -3.84 0.94
F -0.54 3.43 -3.61 -0.43
C -1.96 2.21 -4.97 0.23
F -2.08 3.27 -5.79 -0.34
C -2.66 1.05 -5.25 0.67
F -3.44 0.98 -6.34 -0.34
C -2.53 -0.05 -4.42 -0.13
F -3.19 -1.17 -4.71 -0.32
C -1.71 0.04 -3.30 -0.67
F -1.62 -1.07 -2.57 0.06
```

Values from the calculation:
highest occupied orbital energy: -2.1327 eV
2S+1: 1
ΔE to the lowest compared entry with this formula, charge and spin: 5.62 kcal per mole
net charge: -2